[1]
{
  "formula": "C27H63FN3NbO9P3",
  "method": "ωB97M-V/def2-TZVPD",
  "charge": -1,
  "total_energy_ha": -3088.8373,
  "spin_multiplicity": 3,
  "symbols": ["C", "C", "O", "P", "O", "C", "C", "C", "Nb", "O", "P", "N", "C", "C", "F", "P", "O", "O", "O", "O", "C", "C", "H", "H", "H", "H", "H", "H", "H", "H", "H", "H", "H", "H", "H", "H", "H", "H", "H", "H", "H", "H", "H", "H", "H", "H", "H", "H", "H", "C", "C", "C", "C", "C", "C", "N", "O", "C", "C", "C", "H", "H", "H", "H", "H", "H", "H", "H", "H", "H", "H", "H", "H", "H", "H", "H", "H", "H", "C", "C", "C", "C", "C", "C", "N", "O", "C", "C", "C", "H", "H", "H", "H", "H", "H", "H", "H", "H", "H", "H", "H", "H", "H", "H", "H", "H", "H"],
  "positions_angstrom": [[5.47098, -2.94867, 1.67876], [5.40880, -1.81659, 2.67228], [5.99558, -0.58909, 2.20256], [4.94053, 0.37338, 1.47224], [4.32188, -0.33541, 0.35558], [3.69221, 0.88429, 2.68663], [2.33962, 0.21229, 2.41188], [1.53190, 0.90050, 1.30361], [0.16580, -0.48432, 0.13811], [1.60811, -1.37840, -0.95963], [0.14281, -2.28162, 1.99703], [1.35332, -3.33706, 1.87772], [-1.72355, 0.54757, 0.94574], [-2.08676, 0.11218, 2.35375], [-2.84074, 0.17343, 0.14558], [0.06287, 1.37828, -1.70946], [-1.02760, 1.24280, -2.68606], [1.48308, 1.49388, -2.52488], [0.00484, 2.82072, -0.91000], [5.68701, 1.71716, 1.05936], [6.42377, 1.64582, -0.16713], [6.22201, 2.95135, -0.90905], [5.18877, -2.64796, 0.68065], [6.43195, -3.44853, 1.66466], [4.74351, -3.68882, 1.99627], [4.38356, -1.70781, 3.00845], [5.98284, -2.10296, 3.54468], [4.04015, 0.53556, 3.65650], [3.61753, 1.96375, 2.72638], [2.54820, -0.83020, 2.20087], [1.77739, 0.27778, 3.33712], [2.18585, 1.43307, 0.62153], [0.90535, 1.65550, 1.77715], [-1.03000, -1.54199, -0.78475], [1.25448, -1.97942, -1.63623], [0.25894, -1.62459, 3.25238], [-1.10861, -2.94745, 2.01038], [1.90372, -3.10368, 1.05629], [-1.66267, 1.62841, 0.85691], [-2.44521, -0.90558, 2.29061], [-2.91400, 0.72491, 2.70033], [-1.20931, 0.19876, 2.98315], [2.19712, 1.64049, -1.88052], [0.23493, 3.54783, -1.51216], [7.48821, 1.51548, 0.00336], [6.07706, 0.84995, -0.81410], [5.22372, 2.95259, -1.32741], [6.90573, 2.99033, -1.74939], [6.32447, 3.79986, -0.25011], [-5.66532, -1.77301, 6.45116], [-4.46370, -1.99548, 5.51460], [-4.94107, -2.52097, 4.15921], [-5.35558, -3.99085, 4.18715], [-4.23236, -4.84981, 4.76656], [-3.76595, -4.37441, 6.14338], [-3.46956, -2.91120, 6.14788], [-2.30849, -2.71148, 5.62097], [-4.83780, -4.72735, 7.19606], [-2.52767, -5.16229, 6.55673], [-3.86427, -0.61061, 5.31174], [-6.25852, -2.66406, 6.63836], [-5.33363, -1.37920, 7.41312], [-6.34588, -1.04437, 6.01009], [-4.13952, -2.40124, 3.42401], [-5.77097, -1.90570, 3.80731], [-6.27969, -4.11706, 4.75972], [-5.57969, -4.32202, 3.17150], [-4.55819, -5.89021, 4.83733], [-3.38730, -4.83654, 4.07159], [-4.66919, -4.17937, 8.12422], [-4.79346, -5.79051, 7.43197], [-5.85635, -4.54162, 6.86226], [-1.72338, -5.08001, 5.82922], [-2.78200, -6.21832, 6.64299], [-2.15400, -4.82327, 7.52441], [-3.45705, -0.21225, 6.24289], [-4.63048, 0.08218, 4.96345], [-3.07574, -0.61422, 4.56629], [0.25581, 1.58261, -5.76740], [-0.44227, 2.90869, -6.11170], [-1.45086, 2.69484, -7.24148], [-0.80368, 2.52598, -8.61568], [0.13632, 3.69320, -8.91227], [1.18656, 3.90534, -7.82124], [0.56577, 3.95924, -6.46566], [0.05708, 5.13194, -6.28323], [2.24388, 2.78474, -7.90426], [1.95333, 5.19333, -8.10266], [-1.20174, 3.28218, -4.84377], [0.78428, 1.12838, -6.60400], [0.96198, 1.71873, -4.95157], [-0.48228, 0.85337, -5.43822], [-2.13474, 3.54980, -7.28265], [-2.06440, 1.82342, -7.00991], [-0.27041, 1.57293, -8.67004], [-1.58241, 2.48325, -9.38123], [0.63954, 3.53250, -9.86930], [-0.46041, 4.60434, -9.02491], [2.84542, 2.74836, -6.99564], [2.92117, 2.97089, -8.73892], [1.82162, 1.79895, -8.07977], [1.29690, 6.05783, -8.17674], [2.48064, 5.10220, -9.05231], [2.69128, 5.38605, -7.32238], [-0.52330, 3.49621, -4.02280], [-1.83404, 2.45746, -4.53628], [-1.84444, 4.15070, -4.99780]],
  "forces_ev_per_a": [[-0.198, -0.326, -0.023], [0.405, -0.698, 0.124], [0.107, 0.796, 0.209], [-1.223, -0.253, 0.334], [-0.217, -0.180, -0.977], [0.541, -0.363, 0.201], [0.301, 0.545, -0.284], [-0.972, -0.244, 0.680], [3.689, -0.560, -1.439], [-2.440, 0.545, 0.659], [0.529, -0.515, 0.253], [-0.014, 0.271, -0.184], [-0.050, -1.068, -0.968], [0.103, 0.547, -0.845], [-0.256, 0.315, 0.026], [-0.517, 0.062, 0.830], [-0.230, -0.100, -0.591], [0.244, 0.397, 0.389], [0.441, 0.143, -0.392], [0.551, -0.615, 0.272], [0.392, 0.977, -0.753], [-0.384, -0.538, -0.116], [-0.048, 0.244, -0.207], [0.355, 0.114, -0.084], [-0.193, -0.206, 0.055], [-0.253, 0.449, -0.099], [0.162, 0.130, 0.302], [0.214, 0.133, 0.263], [-0.031, 0.271, -0.052], [-0.160, -0.333, 0.011], [-0.201, -0.230, 0.186], [0.163, -0.013, -0.403], [-0.024, 0.391, -0.003], [-0.318, -0.011, 0.289], [0.345, 0.165, 0.026], [-0.690, -0.245, 0.123], [-0.082, 0.234, 0.546], [0.034, -0.145, -0.039], [0.154, 0.247, 0.092], [0.108, -0.421, 0.229], [-0.081, 0.174, 0.379], [-0.050, -0.020, 0.498], [-0.088, -0.231, -0.283], [-0.193, -0.106, 0.144], [0.105, -0.225, 0.518], [-0.178, -0.416, 0.211], [-0.335, 0.200, -0.040], [0.270, 0.220, -0.065], [0.234, 0.302, 0.098], [-0.151, -0.260, 0.115], [-1.376, 0.891, 0.598], [0.160, -0.497, -0.251], [0.052, 0.060, 0.055], [-0.105, 0.272, -0.432], [-0.774, -1.042, 1.047], [0.605, -0.298, -1.915], [0.403, 0.253, 0.548], [-0.198, 0.134, 0.040], [0.450, 0.194, -0.134], [0.557, 0.073, -0.011], [0.052, -0.017, -0.002], [0.046, -0.029, 0.008], [0.103, 0.068, -0.075], [0.087, 0.013, 0.091], [0.010, 0.102, 0.089], [0.030, -0.005, 0.035], [-0.013, -0.007, 0.001], [0.046, -0.023, 0.132], [0.067, 0.085, 0.071], [-0.003, 0.047, -0.019], [0.125, -0.023, -0.069], [0.024, 0.080, 0.008], [0.003, 0.137, 0.025], [-0.140, 0.005, 0.000], [0.006, 0.033, -0.009], [0.022, -0.068, 0.021], [-0.157, -0.122, 0.012], [0.067, -0.071, 0.117], [0.260, -0.144, -0.354], [0.135, -1.512, 0.867], [0.007, 0.315, -0.541], [-0.017, 0.033, 0.087], [-0.497, -0.105, 0.022], [1.384, -0.738, -0.570], [-1.683, 0.907, -0.995], [0.397, 0.278, 0.511], [0.000, -0.201, 0.045], [-0.176, 0.420, 0.179], [-0.224, 0.817, -0.264], [-0.022, 0.066, -0.011], [0.002, 0.019, 0.055], [-0.082, 0.116, 0.143], [0.090, 0.075, 0.056], [0.055, -0.031, 0.146], [0.037, 0.027, 0.024], [0.017, -0.020, -0.013], [0.131, 0.033, 0.048], [0.033, 0.043, 0.122], [-0.051, -0.020, 0.043], [-0.051, 0.136, -0.019], [-0.028, 0.005, 0.095], [-0.036, -0.023, 0.135], [-0.005, -0.140, -0.018], [-0.025, 0.002, 0.028], [0.055, -0.037, 0.012], [0.131, -0.186, 0.028], [0.145, 0.073, -0.059]]
}

[2]
{
  "formula": "C5H15NO2",
  "method": "ωB97M-V/def2-TZVPD",
  "total_energy_ha": -404.6814,
  "relative_energy_kj_mol": 193.5,
  "smiles": "C=NCCCC.O.O",
  "symbols": ["C", "N", "C", "C", "C", "C", "H", "H", "H", "H", "H", "H", "H", "H", "H", "H", "H", "O", "H", "H", "O", "H", "H"],
  "positions_angstrom": [[-2.24954, -0.95046, 1.32523], [-1.72556, -0.30915, 0.38995], [-1.18425, 1.03889, 0.68846], [0.26493, 0.86318, 1.18263], [1.27798, 0.46484, 0.14191], [2.10557, 1.62944, -0.42303], [-2.76269, -1.90023, 1.05404], [-2.28091, -0.77217, 2.41800], [-1.11518, 1.48870, -0.31697], [-1.93497, 1.66606, 1.19118], [0.08953, 0.18998, 2.05149], [0.44168, 1.77660, 1.79923], [0.67889, -0.11205, -0.60938], [1.99628, -0.26223, 0.56135], [2.98378, 1.20015, -0.88907], [1.49479, 2.11609, -1.17447], [2.35284, 2.38845, 0.29374], [-1.26321, -0.61368, -2.48843], [-1.42985, -0.09776, -1.68889], [-2.12184, -0.93309, -2.75739], [1.84607, -2.96524, -0.84784], [1.38621, -2.43854, -1.50314], [1.14946, -3.46778, -0.39861]],
  "forces_ev_per_a": [[-0.898, -1.892, 0.283], [-0.453, 1.186, 0.208], [0.458, -0.600, -2.207], [-2.019, 1.255, 3.145], [0.169, -0.835, 0.388], [-1.193, -0.847, -0.785], [0.503, 0.416, 0.178], [0.151, 0.722, -0.468], [-0.016, 0.248, 0.237], [0.653, -0.329, 0.677], [0.785, -0.424, -0.709], [0.718, -0.118, -0.938], [0.907, 0.587, 0.122], [-0.477, 0.181, -0.011], [0.269, 0.307, -0.160], [0.126, 0.299, -0.394], [0.309, 0.084, 0.618], [0.474, 0.262, -0.252], [-0.120, -0.423, 0.140], [-0.297, -0.114, -0.051], [-0.111, -0.348, 0.359], [-0.195, 0.145, -0.163], [0.256, 0.239, -0.217]]
}

[3]
{
  "formula": "C2H4N2OS3",
  "method": "ωB97M-V/def2-TZVPD",
  "total_energy_ha": -1457.8332,
  "relative_energy_kj_mol": 184.1,
  "smiles": "S=CONC(=S)NS",
  "symbols": ["S", "C", "O", "N", "C", "S", "N", "S", "H", "H", "H", "H"],
  "positions_angstrom": [[0.78366, 2.39462, -3.13942], [0.71453, 1.71290, -1.70794], [-0.35283, 0.97328, -1.30834], [-0.19651, 0.48300, -0.02051], [0.27905, -0.74613, 0.09327], [1.29162, -1.50081, -0.94985], [-0.04910, -1.37803, 1.31087], [-1.11672, -0.79925, 2.49435], [1.46850, 1.74443, -0.87573], [-1.01377, 0.79375, 0.50055], [0.41832, -2.23251, 1.48896], [-2.22676, -1.44525, 2.11379]],
  "forces_ev_per_a": [[0.053, 0.141, -0.229], [0.699, -0.196, 1.242], [0.053, 0.118, -0.565], [-1.327, 1.854, -0.126], [0.567, -2.453, 1.677], [-0.003, 0.037, -0.256], [-0.479, 1.411, -0.781], [0.315, 0.075, -0.090], [-0.502, 0.149, -0.972], [0.322, -0.388, 0.243], [0.479, -0.667, -0.037], [-0.176, -0.081, -0.105]]
}

[4]
{
  "formula": "C21H29N3O3S",
  "method": "ωB97M-V/def2-TZVPD",
  "total_energy_ha": -1605.8016,
  "relative_energy_kj_mol": 197.6,
  "smiles": "CCOCCCNC(=O)CNC(=S)N(Cc1ccc(C)cc1)Cc1ccco1",
  "symbols": ["C", "C", "O", "C", "C", "C", "N", "C", "O", "C", "N", "C", "S", "N", "C", "C", "C", "C", "C", "C", "C", "C", "C", "C", "C", "C", "C", "O", "H", "H", "H", "H", "H", "H", "H", "H", "H", "H", "H", "H", "H", "H", "H", "H", "H", "H", "H", "H", "H", "H", "H", "H", "H", "H", "H", "H", "H"],
  "positions_angstrom": [[2.03636, 2.31774, 2.96364], [2.48861, 0.87339, 2.82029], [1.45985, 0.14342, 2.18190], [1.66635, -1.25066, 2.13158], [2.73982, -1.69000, 1.12509], [2.43731, -3.08569, 0.56478], [1.28496, -3.03590, -0.30166], [0.04364, -3.34999, 0.10954], [-0.21626, -3.96929, 1.12105], [-1.03880, -2.76558, -0.81134], [-1.00859, -1.32482, -0.70252], [-0.27691, -0.52251, -1.50149], [0.50681, -1.15284, -2.83660], [-0.23670, 0.79680, -1.20952], [-0.73658, 1.32696, 0.05016], [-2.22387, 1.14117, 0.22678], [-2.74630, 0.79196, 1.46556], [-4.11028, 0.63017, 1.63313], [-4.98333, 0.80558, 0.56845], [-6.45982, 0.61742, 0.73315], [-4.45534, 1.15527, -0.67026], [-3.09563, 1.32508, -0.84034], [0.56882, 1.69934, -2.01086], [1.83546, 2.08267, -1.31847], [2.26735, 3.27662, -0.81764], [3.55432, 3.03746, -0.27576], [3.80175, 1.71672, -0.48122], [2.76950, 1.13268, -1.10845], [1.86720, 2.75226, 1.98222], [2.79935, 2.89331, 3.47959], [1.11014, 2.36292, 3.53020], [3.41443, 0.82678, 2.22968], [2.68845, 0.43449, 3.80986], [0.69764, -1.66126, 1.83880], [1.90849, -1.63238, 3.13363], [2.75108, -0.97728, 0.29652], [3.72557, -1.69101, 1.59247], [2.21296, -3.78383, 1.37439], [3.29453, -3.45408, -0.00426], [1.37758, -2.49466, -1.15756], [-2.01874, -3.12710, -0.49656], [-0.85151, -3.04418, -1.85126], [-1.42944, -0.93286, 0.12631], [-0.19062, 0.88474, 0.89366], [-0.51207, 2.39767, 0.04801], [-2.07863, 0.64661, 2.30357], [-4.49795, 0.35823, 2.60419], [-6.80214, -0.22179, 0.12831], [-6.99620, 1.50523, 0.40159], [-6.71524, 0.42198, 1.77133], [-5.12095, 1.29617, -1.50955], [-2.70264, 1.59233, -1.81036], [0.80350, 1.17976, -2.94583], [-0.00839, 2.60187, -2.23043], [1.74320, 4.21061, -0.84146], [4.19667, 3.74994, 0.19930], [4.64657, 1.09998, -0.24574]],
  "forces_ev_per_a": [[0.053, -0.446, -0.100], [0.053, 0.165, 0.067], [-0.025, 0.276, 0.059], [0.043, -0.232, -0.212], [-0.170, -0.049, 0.172], [0.143, 0.094, 0.243], [0.353, 0.004, -0.136], [-0.327, 0.039, -0.505], [-0.136, -0.135, 0.371], [0.014, -0.370, 0.125], [0.038, 0.441, 0.217], [-0.202, -0.054, -0.109], [0.347, -0.303, -0.772], [-0.129, -0.094, 0.162], [-0.141, 0.000, 0.236], [-0.107, 0.137, 0.100], [0.209, 0.085, -0.165], [-0.150, -0.001, -0.068], [0.042, -0.013, 0.108], [-0.018, -0.020, -0.039], [0.077, 0.028, 0.027], [-0.010, 0.001, 0.073], [0.449, -0.067, -0.181], [-0.392, 0.913, 0.017], [-0.308, -0.478, -0.318], [0.291, -0.497, 0.000], [0.413, 0.732, 0.375], [-0.223, -0.448, -0.244], [0.000, 0.074, -0.094], [0.074, 0.121, 0.056], [-0.088, 0.029, 0.103], [-0.056, -0.031, 0.078], [0.015, 0.003, -0.088], [0.103, -0.057, 0.085], [-0.073, -0.004, -0.048], [0.025, 0.024, 0.006], [0.092, 0.038, -0.019], [0.107, -0.032, -0.103], [-0.055, -0.050, 0.113], [-0.125, -0.049, 0.030], [0.144, 0.005, 0.037], [-0.094, 0.052, 0.159], [-0.067, -0.027, -0.067], [-0.045, 0.120, -0.095], [0.066, -0.121, 0.052], [0.099, -0.033, 0.095], [-0.063, -0.032, 0.092], [-0.092, -0.043, 0.002], [-0.093, 0.027, 0.011], [-0.072, -0.013, 0.047], [-0.080, 0.017, -0.102], [0.052, -0.006, -0.130], [-0.121, 0.241, 0.163], [0.084, -0.037, 0.061], [-0.190, 0.160, -0.047], [0.203, 0.092, 0.109], [0.062, -0.176, -0.006]]
}